The following is a DFT calculation (ωB97M-V with the def2-TZVPD basis set) of C48H63AsGe2N3O8Si4TeTi as an isolated structure at a distorted geometry.

Computed properties:
LUMO, eV: -4.12
Strongest force on any atom, eV/Å: 2.4
HOMO-LUMO gap, Eh: 0.239
Relative energy (zero: lowest compared OMol25 entry of this formula, charge and spin), kcal/mol: 0.0

Geometry as ORCA input:
```
! wB97M-V def2-TZVPD RIJCOSX def2/J DEFGRID3
* xyz 1 1
Ti 0.294 -0.746 1.454
O -0.470 0.702 0.897
As -2.287 -1.553 1.641
C -2.992 -0.892 -0.047
C -2.789 -1.612 -1.221
C -3.108 -1.057 -2.451
C -3.638 0.223 -2.517
C -3.844 0.948 -1.352
C -3.515 0.396 -0.124
C -2.609 -3.470 1.435
C -1.720 -4.374 2.008
C -1.955 -5.741 1.928
C -3.096 -6.209 1.297
C -3.996 -5.311 0.738
C -3.756 -3.949 0.808
C -3.736 -1.290 2.932
C -3.436 -1.751 4.215
C -4.374 -1.674 5.231
C -5.622 -1.123 4.971
C -5.924 -0.663 3.698
C -4.985 -0.743 2.678
H -2.383 -2.611 -1.169
H -2.952 -1.635 -3.354
H -3.887 0.654 -3.479
H -4.261 1.946 -1.395
H -3.654 0.973 0.781
H -0.848 -4.010 2.540
H -1.257 -6.444 2.366
H -3.291 -7.273 1.251
H -4.893 -5.675 0.254
H -4.463 -3.254 0.370
H -2.458 -2.185 4.406
H -4.134 -2.048 6.218
H -6.361 -1.062 5.759
H -6.901 -0.243 3.495
H -5.237 -0.391 1.685
O 2.188 -7.844 1.179
N 2.465 -6.837 1.800
O 3.156 -6.796 2.800
C 1.916 -5.572 1.312
C 1.155 -5.568 0.164
C 0.634 -4.376 -0.297
C 0.772 -3.183 0.452
O 0.117 -2.083 0.163
C 1.638 -3.220 1.578
C 2.193 -4.399 2.004
N 1.827 -1.999 2.329
O 0.578 -1.703 2.921
O 2.058 -0.916 1.435
N -0.081 -4.382 -1.554
O -0.537 -5.435 -1.947
O -0.136 -3.334 -2.181
H 0.969 -6.485 -0.377
H 2.837 -4.429 2.872
C 1.433 -1.883 -4.582
Si 2.504 -1.358 -3.122
C 3.352 -2.800 -2.243
C 3.913 -0.322 -3.870
Si 2.156 1.805 -2.784
Te 1.254 0.009 -1.338
Si 4.286 2.969 -2.543
C 5.489 1.928 -1.507
C 4.072 4.671 -1.744
C 4.962 3.227 -4.289
Si 0.884 2.323 -4.758
C -0.578 1.124 -4.822
C 0.288 4.114 -4.649
C 1.964 2.128 -6.295
H 1.748 -2.875 -4.911
H 1.550 -1.200 -5.426
H 0.380 -1.942 -4.318
H 3.200 -3.735 -2.787
H 2.981 -2.933 -1.231
H 4.427 -2.625 -2.173
H 4.489 -0.968 -4.537
H 4.595 0.059 -3.108
H 3.555 0.525 -4.472
H 5.005 1.081 -1.017
H 5.938 2.544 -0.727
H 6.300 1.535 -2.124
H 3.562 4.624 -0.780
H 3.512 5.352 -2.389
H 5.054 5.116 -1.575
H 5.058 2.293 -4.845
H 5.953 3.683 -4.234
H 4.324 3.901 -4.865
H -0.616 0.495 -3.930
H -0.516 0.466 -5.691
H -1.523 1.666 -4.881
H -0.308 4.296 -3.754
H -0.333 4.351 -5.515
H 1.127 4.814 -4.644
H 2.408 1.134 -6.370
H 2.775 2.859 -6.316
H 1.359 2.285 -7.190
C 1.610 5.194 1.781
Ge 1.299 3.446 0.929
C 0.706 3.798 -0.941
C 2.992 2.409 1.018
Ge -0.412 2.093 2.034
C 0.208 1.316 3.737
C 1.464 1.658 4.237
C 1.879 1.196 5.477
C 1.029 0.411 6.243
C -0.223 0.064 5.757
C -0.625 0.504 4.507
C -2.252 2.792 2.121
C -3.174 2.392 3.085
C -4.490 2.827 3.023
C -4.894 3.678 2.004
C -3.977 4.102 1.052
C -2.663 3.665 1.114
H 2.431 5.710 1.282
H 1.866 5.075 2.834
H 0.719 5.818 1.716
H 1.549 4.055 -1.592
H 0.028 4.652 -0.931
H 0.164 2.941 -1.353
H 3.496 2.359 0.055
H 2.813 1.394 1.365
H 3.660 2.898 1.729
H 2.116 2.302 3.656
H 2.860 1.460 5.849
H 1.339 0.076 7.224
H -0.891 -0.542 6.356
H -1.597 0.208 4.135
H -2.874 1.743 3.898
H -5.196 2.490 3.771
H -5.919 4.022 1.956
H -4.286 4.775 0.261
H -1.947 3.990 0.367
*
```


The following is a DFT calculation (ωB97M-V with the def2-TZVPD basis set) of a 2-piece molecular cluster, C6H12 overall.

Computed properties:
LUMO, eV: 1.07
Structure (SMILES): CC1(C)C=CC1.[H][H]
Strongest force on any atom, eV/Å: 0.2
HOMO-LUMO gap, Eh: 0.384
Relative energy (zero: lowest compared OMol25 entry of this formula, charge and spin), kcal/mol: 60.0

Geometry as ORCA input:
```
! wB97M-V def2-TZVPD RIJCOSX def2/J DEFGRID3
* xyz 0 1
C 1.488 -1.270 -0.470
C 0.232 -0.465 -0.143
C -0.977 -1.374 0.050
C 0.484 0.594 0.921
C 0.367 1.620 0.077
C 0.015 0.753 -1.113
H 1.360 -1.861 -1.385
H 2.344 -0.598 -0.608
H 1.733 -1.961 0.345
H -1.163 -1.950 -0.865
H -1.881 -0.800 0.284
H -0.814 -2.092 0.865
H 0.711 0.508 1.981
H 0.480 2.696 0.189
H 0.697 0.787 -1.971
H -1.015 0.868 -1.475
H -2.308 2.321 1.903
H -1.754 2.224 1.415
*
```


The following is a DFT calculation (ωB97M-V with the def2-TZVPD basis set) of one molecule with the formula C8H6BrN5 at a distorted geometry.

Computed properties:
LUMO, eV: 0.15
Structure (SMILES): CNc1nc(Br)cn2cc(C#N)nc12
Strongest force on any atom, eV/Å: 2.6
HOMO-LUMO gap, Eh: 0.323

Geometry as ORCA input:
```
! wB97M-V def2-TZVPD RIJCOSX def2/J DEFGRID3
* xyz 0 1
C -1.829 2.274 1.794
N -0.634 1.803 1.018
C -0.714 0.708 0.158
N -1.907 0.217 -0.121
C -1.948 -1.049 -0.726
Br -3.608 -1.925 -1.053
C -0.797 -1.750 -1.060
N 0.460 -1.181 -0.855
C 1.724 -1.663 -1.052
C 2.558 -0.670 -0.608
C 3.991 -0.644 -0.654
N 5.147 -0.551 -0.751
N 1.819 0.365 -0.054
C 0.554 0.030 -0.259
H -2.594 2.615 1.140
H -1.535 3.150 2.394
H -2.224 1.468 2.463
H 0.295 2.088 1.305
H -0.856 -2.697 -1.550
H 2.100 -2.588 -1.530
*
```


The following is a DFT calculation (ωB97M-V with the def2-TZVPD basis set) of one molecule with the formula C19H23N5O5S2.

Computed properties:
LUMO, eV: 0.31
Structure (SMILES): CCCCn1c(SCC(=O)NC(=O)NCc2ccco2)nc2cc(S(N)(=O)=O)ccc21
Strongest force on any atom, eV/Å: 0.9
HOMO-LUMO gap, Eh: 0.330
Relative energy (zero: lowest compared OMol25 entry of this formula, charge and spin), kcal/mol: 0.0

Geometry as ORCA input:
```
! wB97M-V def2-TZVPD RIJCOSX def2/J DEFGRID3
* xyz 0 1
C -3.288 -4.503 -4.180
C -2.107 -3.540 -4.179
C -2.034 -2.746 -2.878
C -0.851 -1.776 -2.878
N -0.770 -1.046 -1.642
C -1.335 0.163 -1.368
S -2.170 1.096 -2.576
C -2.561 2.533 -1.541
C -1.375 3.091 -0.768
O -1.543 3.631 0.302
N -0.182 3.023 -1.417
C 1.112 3.197 -0.860
O 2.065 2.746 -1.449
N 1.133 3.910 0.274
C 2.324 4.008 1.081
C 2.190 3.223 2.349
C 1.108 2.635 2.934
C 1.581 2.036 4.130
C 2.912 2.308 4.179
O 3.291 3.029 3.104
N -1.159 0.579 -0.145
C -0.436 -0.412 0.466
C 0.038 -0.513 1.768
C 0.753 -1.646 2.076
S 1.460 -1.782 3.702
N 2.943 -1.037 3.433
O 0.695 -1.000 4.633
O 1.732 -3.154 4.013
C 1.006 -2.667 1.167
C 0.532 -2.590 -0.127
C -0.184 -1.452 -0.467
H -3.204 -5.211 -3.359
H -4.223 -3.959 -4.069
H -3.324 -5.060 -5.113
H -1.180 -4.101 -4.314
H -2.201 -2.847 -5.019
H -1.936 -3.432 -2.033
H -2.958 -2.179 -2.744
H -0.960 -1.055 -3.693
H 0.087 -2.322 -3.016
H -2.948 3.295 -2.220
H -3.336 2.256 -0.827
H -0.156 2.539 -2.309
H 0.238 4.120 0.708
H 3.163 3.626 0.491
H 2.518 5.064 1.313
H 0.101 2.634 2.570
H 1.009 1.464 4.833
H 3.671 2.079 4.901
H -0.146 0.239 2.513
H 2.928 -0.061 3.694
H 3.695 -1.532 3.883
H 1.568 -3.519 1.512
H 0.715 -3.379 -0.840
*
```


The following is a DFT calculation (ωB97M-V with the def2-TZVPD basis set) of C6H9CuO3 as an isolated structure at a distorted geometry.

Computed properties:
LUMO (spin up / spin down), eV: -9.19 / -13.21
Strongest force on any atom, eV/Å: 4.0
HOMO-LUMO gap (spin up / spin down), Eh: 0.307 / 0.237
Expectation value of S²: 2.01

Geometry as ORCA input:
```
! wB97M-V def2-TZVPD RIJCOSX def2/J DEFGRID3
* xyz 2 3
O 1.300 -0.235 -1.370
Cu 2.510 0.469 1.543
C 1.542 -0.137 0.051
O -1.308 -0.512 1.026
C 0.349 -0.882 -0.571
C 0.121 -2.357 -0.695
H -0.589 -2.558 -1.508
H -0.297 -2.786 0.223
H 1.081 -2.841 -0.905
C -0.730 -0.030 -0.012
O -0.806 1.282 -0.207
C -0.415 2.028 -1.378
H -0.489 1.416 -2.280
H -1.122 2.859 -1.406
H 0.620 2.348 -1.228
C -2.458 0.152 1.591
H -3.175 0.413 0.806
H -2.889 -0.575 2.281
H -2.119 1.057 2.105
*
```


The following is a DFT calculation (ωB97M-V with the def2-TZVPD basis set) of one molecule with the formula C16H24N2O3S.

Computed properties:
LUMO, eV: 0.55
Structure (SMILES): NS(=O)(=O)c1ccc(CNC(=O)CCC2CCCCC2)cc1
Strongest force on any atom, eV/Å: 0.9
HOMO-LUMO gap, Eh: 0.375
Relative energy (zero: lowest compared OMol25 entry of this formula, charge and spin), kcal/mol: 9.1

Geometry as ORCA input:
```
! wB97M-V def2-TZVPD RIJCOSX def2/J DEFGRID3
* xyz 0 1
N 2.267 -3.021 0.872
S 1.013 -3.650 1.808
O 0.743 -4.973 1.326
O 1.341 -3.453 3.190
C -0.320 -2.564 1.350
C -0.574 -1.443 2.113
C -1.611 -0.601 1.750
C -2.389 -0.890 0.632
C -3.473 0.072 0.211
N -2.919 1.107 -0.643
C -2.307 2.197 -0.116
O -2.376 2.477 1.062
C -1.571 3.053 -1.131
C -0.504 2.278 -1.914
C 0.375 1.361 -1.052
C 1.401 0.653 -1.941
C 2.288 -0.281 -1.125
C 3.002 0.496 -0.025
C 1.981 1.185 0.873
C 1.093 2.124 0.061
C -2.108 -2.021 -0.128
C -1.071 -2.864 0.232
H 2.964 -2.569 1.442
H 2.678 -3.724 0.280
H 0.030 -1.259 2.987
H -1.821 0.290 2.323
H -3.888 0.576 1.087
H -4.268 -0.442 -0.332
H -2.714 0.853 -1.596
H -2.300 3.473 -1.828
H -1.116 3.879 -0.585
H 0.135 3.002 -2.426
H -0.979 1.672 -2.691
H -0.255 0.596 -0.584
H 0.885 0.085 -2.719
H 2.024 1.403 -2.434
H 3.020 -0.758 -1.781
H 1.681 -1.068 -0.672
H 3.624 -0.180 0.565
H 3.657 1.247 -0.474
H 2.490 1.750 1.656
H 1.357 0.428 1.353
H 0.361 2.585 0.724
H 1.704 2.917 -0.379
H -2.710 -2.247 -0.996
H -0.841 -3.757 -0.326
*
```